Here is a single C4H9NS molecule at a distorted geometry from the OMol25 dataset. Energies are from ωB97M-V/def2-TZVPD.

Atoms and positions in Å:
C1 0.88 -0.91 1.07
C2 1.27 -0.34 -0.23
C3 0.27 0.67 -0.94
N1 -1.04 0.16 -0.64
C4 -1.89 0.90 0.11
S1 -3.43 0.58 0.65
H1 1.65 -1.41 1.64
H2 0.35 -0.25 1.76
H3 0.15 -1.71 0.86
H4 1.53 -1.14 -0.96
H5 2.31 0.11 -0.23
H6 0.36 0.53 -2.04
H7 0.40 1.66 -0.58
H8 -1.35 -0.77 -0.94
H9 -1.45 1.92 0.45

Calculated values
Spin multiplicity: 1
SMILES string: CCCNC=S
HOMO-LUMO gap (eV): 9.038
HOMO level (eV): -8.2
LUMO level (eV): 0.7967



Here is a molecular structure, C29H32ClCuN5O2 from the OMol25 dataset. Energies are from ωB97M-V/def2-TZVPD.

Atoms and positions in Å:
Cu1 0.72 -0.70 -0.07
C1 5.05 4.86 -0.29
C2 3.87 3.92 -0.26
C3 2.65 4.30 0.22
C4 1.51 3.45 0.18
C5 0.30 4.08 0.57
N1 -0.94 3.87 0.20
C6 -1.41 3.06 -0.92
C7 -2.94 3.06 -0.99
C8 -3.42 2.16 -2.12
N2 -3.02 0.79 -1.86
C9 -3.80 -0.25 -1.72
C10 -3.34 -1.53 -1.32
C11 -4.27 -2.59 -1.29
C12 -3.93 -3.86 -0.88
C13 -4.93 -4.98 -0.84
C14 -2.61 -4.06 -0.49
C15 -1.64 -3.06 -0.49
C16 -0.30 -3.43 -0.06
N3 0.71 -2.66 0.06
C17 1.99 -3.18 0.52
C18 3.08 -3.10 -0.56
C19 2.91 -1.96 -1.58
N4 2.52 -0.69 -0.98
C20 3.25 0.34 -1.15
C21 2.95 1.69 -0.68
C22 3.99 2.61 -0.74
C23 1.66 2.07 -0.19
O1 0.69 1.25 -0.04
C24 -1.97 -1.74 -0.91
O2 -1.13 -0.77 -0.94
H1 4.85 5.77 0.27
H2 5.28 5.14 -1.32
H3 5.94 4.39 0.12
H4 2.52 5.31 0.61
H5 0.41 4.92 1.25
H6 -1.64 4.43 0.65
H7 -1.03 2.06 -0.80
H8 -0.99 3.46 -1.84
H9 -3.32 4.07 -1.15
H10 -3.34 2.69 -0.04
H11 -2.98 2.48 -3.06
H12 -4.51 2.21 -2.22
H13 -2.04 0.58 -1.65
H14 -4.86 -0.12 -1.94
H15 -5.28 -2.38 -1.61
H16 -5.82 -4.74 -1.42
H17 -5.24 -5.18 0.18
H18 -4.50 -5.90 -1.24
H19 -2.32 -5.06 -0.17
H20 -0.18 -4.49 0.18
H21 1.89 -4.22 0.85
H22 2.29 -2.59 1.38
H23 3.10 -4.02 -1.14
H24 4.04 -3.00 -0.06
H25 2.11 -2.23 -2.28
H26 3.84 -1.86 -2.15
H27 4.19 0.24 -1.69
H28 4.94 2.30 -1.15
Cl1 -2.13 -1.61 4.86
C25 -0.68 -1.06 4.13
C26 0.40 -0.65 4.90
C27 1.54 -0.21 4.25
C28 1.57 -0.20 2.86
N5 0.53 -0.61 2.13
C29 -0.57 -1.03 2.74
H29 0.34 -0.68 5.98
H30 2.40 0.12 4.81
H31 2.44 0.14 2.32
H32 -1.40 -1.36 2.12

Calculated values
Net charge: +2
Spin multiplicity: 2
Expectation value of S²: 0.753
HOMO-LUMO gap (spin up / spin down) (eV): 7.515 / 7.475
HOMO level (spin up / spin down) (eV): -13.3 / -13.3
LUMO level (spin up / spin down) (eV): -5.8221 / -5.8283



Here is a molecular structure, C26H38As3IrN3O3 from the OMol25 dataset. Energies are from ωB97M-V/def2-TZVPD.

Atoms and positions in Å:
Ir1 0.41 0.06 -0.30
O1 -0.65 -3.92 -1.15
C1 -0.49 -2.84 -0.62
O2 0.48 -2.01 -0.87
C2 -1.50 -2.34 0.39
C3 -2.51 -3.17 0.86
C4 -3.45 -2.64 1.73
C5 -3.35 -1.30 2.09
C6 -2.32 -0.54 1.58
N1 -1.40 -1.07 0.76
H1 -2.54 -4.19 0.52
H2 -4.25 -3.25 2.12
H3 -4.07 -0.84 2.75
H4 -2.20 0.50 1.82
C7 -1.20 -1.30 -3.54
As1 -1.41 0.18 -2.29
C8 -3.32 0.11 -1.95
C9 -1.30 1.73 -3.49
C10 0.01 2.52 -3.50
C11 0.17 3.32 -2.20
C12 1.22 1.60 -3.74
As2 2.05 0.69 -2.21
C13 3.47 1.91 -1.70
C14 3.03 -0.66 -3.19
C15 -0.06 3.56 -4.64
As3 -0.25 3.12 -6.57
C16 -2.20 3.00 -6.68
C17 0.15 1.21 -6.80
H5 -1.77 -1.08 -4.44
H6 -1.55 -2.21 -3.07
H7 -0.15 -1.44 -3.78
H8 -3.86 0.17 -2.89
H9 -3.60 0.94 -1.30
H10 -3.56 -0.83 -1.45
H11 -2.13 2.39 -3.22
H12 -1.51 1.34 -4.48
H13 0.11 2.70 -1.30
H14 -0.63 4.06 -2.12
H15 1.12 3.85 -2.19
H16 2.04 2.16 -4.21
H17 0.96 0.79 -4.43
H18 4.00 2.24 -2.60
H19 4.15 1.39 -1.03
H20 3.05 2.77 -1.18
H21 3.60 -0.17 -3.98
H22 2.33 -1.37 -3.63
H23 3.71 -1.20 -2.53
H24 0.83 4.19 -4.59
H25 -0.92 4.20 -4.47
H26 -2.63 3.96 -6.42
H27 -2.61 2.22 -6.03
H28 -2.46 2.77 -7.72
H29 1.21 1.03 -6.68
H30 -0.12 0.98 -7.83
H31 -0.42 0.56 -6.14
O3 0.31 1.39 1.15
C18 0.35 1.21 2.48
C19 -0.46 2.01 3.28
C20 -0.50 1.84 4.65
C21 0.28 0.85 5.26
C22 1.12 0.08 4.48
C23 1.19 0.26 3.09
C24 2.17 -0.49 2.30
N2 2.14 -0.69 1.00
C25 3.27 -1.40 0.67
C26 4.00 -1.62 1.79
N3 3.30 -1.03 2.82
H32 -1.06 2.77 2.80
H33 -1.14 2.46 5.25
H34 0.24 0.70 6.32
H35 1.72 -0.69 4.95
H36 3.45 -1.75 -0.33
H37 4.93 -2.13 1.95
H38 3.59 -0.97 3.78

Calculated values
Net charge: +1
Spin multiplicity: 5
Expectation value of S²: 6.015
HOMO-LUMO gap (spin up / spin down) (eV): 7.313 / 6.373
HOMO level (spin up / spin down) (eV): -9.5 / -10.7
LUMO level (spin up / spin down) (eV): -2.2185 / -4.2831